No. 1
C6H12 | wB97M-V/def2-TZVPD

Summary:
- DFT total energy (eV) = -6411.4968
- E_HOMO (eV) = -8.879
- orbital gap (eV) = 9.96

Cartesian coordinates (Å):
C 2.448 -0.022 -0.293
C 1.275 -0.815 0.256
C -0.126 0.003 0.168
C -1.192 -0.733 -0.019
C -2.550 -0.153 -0.158
C -0.025 1.553 0.117
H 3.442 -0.618 -0.374
H 2.612 0.713 0.105
H 2.351 0.145 -1.372
H 1.238 -1.767 -0.230
H 1.690 -1.039 1.535
H -1.307 -1.670 0.028
H -3.258 -0.572 0.472
H -3.094 -0.534 -1.091
H -2.750 0.955 0.101
H 0.660 1.683 1.067
H 0.359 1.810 -0.748
H -0.928 1.891 0.089

No. 2
C52H40F5IN11O3SbV | wB97M-V/def2-TZVPD

Summary:
- DFT total energy (eV) = -130998.2827
- E_HOMO (spin up / spin down) (eV) = -10.504 / -10.746
- total charge = +2
- expectation value of S² = 3.805
- orbital gap (spin up / spin down) (eV) = 4.59 / 5.16
- multiplicity = 4

Cartesian coordinates (Å):
V 0.032 -0.380 0.822
C -5.811 -2.579 3.563
C -4.536 -3.217 3.869
C -4.330 -4.179 4.900
C -3.009 -4.659 5.070
C -2.017 -4.211 4.216
C -2.385 -3.388 3.126
N -3.559 -2.806 3.038
Sb -1.000 -2.706 1.489
C -2.187 -1.229 0.244
C -3.468 -1.657 -0.082
C -4.144 -0.902 -1.050
C -3.629 0.336 -1.404
C -2.385 0.757 -0.946
C -1.904 2.184 -1.147
N -1.678 -0.109 -0.221
C 1.162 -2.211 1.551
C 2.137 -3.284 1.471
C 3.385 -2.997 1.998
C 3.677 -1.754 2.540
C 2.773 -0.673 2.443
C 3.083 0.736 2.924
N 1.557 -0.997 1.967
H -6.431 -3.196 2.862
H -5.714 -1.513 3.111
H -6.404 -2.513 4.498
H -5.169 -4.497 5.548
H -2.712 -5.429 5.769
H -1.031 -4.510 4.392
H -3.951 -2.503 0.342
H -5.054 -1.304 -1.506
H -4.218 1.040 -2.009
H -1.352 2.284 -2.056
H -1.311 2.471 -0.298
H -2.767 2.865 -1.218
H 1.857 -4.193 1.024
H 4.122 -3.773 1.868
H 4.657 -1.580 2.989
H 4.176 0.693 3.076
H 2.574 0.896 3.901
H 2.816 1.574 2.229
F -1.401 -3.261 -5.260
C -0.290 -2.469 -5.108
C -0.048 -2.153 -3.815
C 0.893 -1.144 -3.488
C 1.094 -0.648 -2.113
O 0.763 -1.325 -1.009
C 1.895 0.583 -2.010
C 2.469 1.063 -3.149
N 2.460 0.478 -4.367
C 3.078 1.146 -5.440
C 4.264 0.417 -6.124
C 4.475 1.589 -5.261
C 1.603 -0.581 -4.588
C 1.393 -1.002 -5.948
C 0.448 -1.998 -6.249
N 0.250 -2.514 -7.561
C 0.241 -1.499 -8.592
C 0.606 -2.074 -10.014
N -0.286 -3.219 -10.236
C -0.226 -4.298 -9.196
C -0.591 -3.719 -7.816
C 2.011 1.392 -0.722
O 3.011 2.104 -0.567
O 0.975 1.263 0.077
H -0.646 -2.636 -3.010
H 2.987 2.051 -3.103
H 2.504 1.850 -6.091
H 4.390 0.535 -7.204
H 4.514 -0.589 -5.709
H 4.792 2.570 -5.699
H 4.859 1.486 -4.206
H 1.882 -0.487 -6.795
H 1.005 -0.732 -8.310
H -0.696 -0.969 -8.740
H 1.694 -2.324 -10.111
H 0.473 -1.374 -10.820
H -0.233 -3.651 -11.178
H -1.293 -2.872 -10.207
H 0.801 -4.633 -9.231
H -0.975 -5.063 -9.442
H -0.424 -4.450 -7.013
H -1.662 -3.547 -7.748
I 1.168 -2.919 6.572
C 1.055 -0.935 7.322
C 0.446 -0.841 8.589
C 0.390 0.410 9.121
C 1.071 1.437 8.487
C 1.707 1.218 7.279
N 1.681 0.037 6.642
H -0.130 -1.639 9.057
H -0.201 0.613 10.017
H 1.202 2.425 8.883
H 2.227 2.031 6.761
F -3.007 4.720 5.323
C -1.795 5.065 4.887
C -1.264 6.258 5.313
F -1.875 6.844 6.442
C 0.103 6.672 4.897
C 0.881 5.740 4.267
C 0.325 4.542 3.845
F 1.180 3.639 3.271
C -1.042 4.155 4.003
C -1.635 2.943 3.519
C -1.011 1.997 2.689
N -0.571 1.088 2.069
C -2.970 2.612 3.665
N -4.074 2.261 3.785
F 2.195 5.988 4.090
C 0.710 7.918 5.274
C 0.857 8.290 6.611
N 1.001 8.664 7.697
C 1.105 8.889 4.336
N 1.357 9.699 3.554

No. 3
C5H7O5S2 | wB97M-V/def2-TZVPD

Summary:
- DFT total energy (eV) = -37207.6433
- E_HOMO (eV) = -5.434
- total charge = -1
- orbital gap (eV) = 8.64

Cartesian coordinates (Å):
C 1.579 0.802 -0.204
C 0.095 0.563 -0.590
C -0.140 -0.993 -0.781
C -0.779 1.363 0.378
C -1.475 -1.617 -0.592
O 1.370 -0.416 3.534
O 2.397 1.226 -1.045
O 1.903 0.710 1.037
O -0.100 -1.085 1.836
O 0.723 -1.719 -1.293
S -0.055 1.163 -2.350
S 1.303 -0.838 2.189
H -0.914 0.922 1.400
H -1.666 1.593 0.066
H -0.154 2.286 0.482
H -1.852 -1.282 0.384
H -1.418 -2.665 -0.704
H -2.215 -1.264 -1.428
H 1.399 1.249 -2.321

No. 4
C35H44N4O6OsP | wB97M-V/def2-TZVPD

Summary:
- DFT total energy (eV) = -66986.7708
- E_HOMO (eV) = -14.912
- total charge = +3
- orbital gap (eV) = 4.38

Cartesian coordinates (Å):
Os -0.388 -0.266 0.550
O 4.224 0.619 0.078
C 2.961 0.281 -0.078
O 2.482 -0.805 0.116
C 2.132 1.431 -0.584
C 2.762 2.551 -1.121
C 2.010 3.561 -1.689
C 0.631 3.406 -1.709
C 0.079 2.277 -1.139
N 0.799 1.290 -0.562
C -1.368 2.007 -1.089
O -2.280 2.748 -1.638
O -1.730 0.997 -0.485
H 4.755 -0.147 0.356
H 3.841 2.601 -1.095
H 2.481 4.437 -2.114
H 0.012 4.171 -2.159
H -1.953 3.509 -2.142
C -3.140 -1.095 -2.066
C -3.722 -1.398 -0.676
C -4.472 -2.735 -0.852
C -4.691 -0.304 -0.219
P -2.380 -1.675 0.621
C -1.312 -2.909 -0.143
C -0.308 -2.250 -0.867
C 0.678 -2.952 -1.546
C 0.654 -4.340 -1.496
C -0.320 -5.001 -0.753
C -1.296 -4.293 -0.058
C -3.025 -2.090 2.332
C -1.912 -2.742 3.159
C -3.457 -0.797 3.033
C -4.221 -3.053 2.279
H -3.992 -0.918 -2.725
H -2.601 -1.951 -2.469
H -2.510 -0.217 -2.121
H -5.177 -2.587 -1.673
H -5.050 -3.044 0.010
H -3.803 -3.543 -1.147
H -5.424 -0.142 -1.011
H -4.195 0.648 -0.030
H -5.244 -0.598 0.671
H -0.392 -1.163 -1.112
H 1.437 -2.434 -2.116
H 1.398 -4.911 -2.035
H -0.324 -6.083 -0.722
H -2.047 -4.825 0.513
H -1.081 -2.068 3.364
H -1.545 -3.664 2.709
H -2.347 -3.010 4.123
H -2.658 -0.063 3.074
H -3.709 -1.052 4.064
H -4.339 -0.346 2.582
H -4.005 -3.978 1.746
H -5.112 -2.591 1.861
H -4.456 -3.316 3.312
C -1.621 -3.268 7.060
C -0.581 -2.377 6.446
C -0.711 -0.990 6.478
C 0.264 -0.145 5.970
C 1.419 -0.685 5.402
N 2.499 0.063 4.873
C 2.757 1.418 4.830
O 3.879 1.850 4.805
N 1.649 2.293 4.785
C 0.603 2.235 3.884
C -0.429 3.171 3.952
C -1.490 3.067 3.075
C -1.516 2.050 2.141
N -0.507 1.165 2.046
C 0.532 1.258 2.892
C 1.563 -2.074 5.369
C 0.581 -2.901 5.880
H -2.626 -2.866 6.925
H -1.457 -3.354 8.136
H -1.585 -4.275 6.645
H -1.585 -0.552 6.945
H 0.143 0.920 6.084
H 3.376 -0.441 4.850
H 1.913 3.220 5.093
H -0.408 3.953 4.701
H -2.316 3.763 3.121
H -2.353 1.928 1.472
H 1.315 0.524 2.790
H 2.479 -2.507 4.979
H 0.733 -3.974 5.869
C 1.169 -2.517 1.848
O 0.472 -1.267 1.820
H 1.478 -2.841 0.863
H 0.529 -3.254 2.327
H 2.035 -2.352 2.486